# 1
C51H64N6O4PS2TeV | the ωB97M-V functional and the def2-TZVPD basis

For the HOMO-LUMO gap (alpha / beta), the calculation gives 5.602 / 5.504 eV. As for the expectation value of S²: 1.065. As for the charge: -1. The electronic energy comes out at -135001.74417 eV. The HOMO energy (alpha / beta) is -0.1249 / -0.1213 Eh. Its multiplicity is 2.

Positions of all 130 atoms, in Å:
V1 0.48 1.15 0.46
C1 2.02 -1.11 -2.75
N1 1.65 0.29 -2.73
C2 2.74 1.19 -3.11
C3 4.08 0.92 -2.43
N2 4.08 0.94 -0.97
C4 4.99 -0.08 -0.46
C5 4.34 2.24 -0.43
C6 5.63 2.64 -0.09
C7 5.90 3.92 0.37
C8 4.87 4.84 0.46
C9 3.59 4.45 0.16
C10 3.29 3.15 -0.24
S1 1.61 2.81 -0.58
C11 0.52 0.54 -3.58
C12 0.58 0.25 -4.94
C13 -0.48 0.47 -5.79
C14 -1.65 1.01 -5.28
C15 -1.74 1.31 -3.95
C16 -0.67 1.08 -3.05
S2 -1.02 1.44 -1.41
H1 2.47 -1.44 -3.71
H2 1.13 -1.71 -2.57
H3 2.73 -1.31 -1.96
H4 2.40 2.20 -2.87
H5 2.93 1.15 -4.20
H6 4.79 1.68 -2.82
H7 4.44 -0.05 -2.76
H8 5.97 -0.09 -0.96
H9 5.14 0.09 0.60
H10 4.53 -1.06 -0.60
H11 6.45 1.95 -0.18
H12 6.91 4.19 0.64
H13 5.08 5.86 0.78
H14 2.76 5.15 0.24
H15 1.49 -0.18 -5.35
H16 -0.39 0.23 -6.84
H17 -2.50 1.18 -5.93
H18 -2.65 1.71 -3.52
C17 -2.92 0.10 2.05
C18 -3.14 1.40 1.37
C19 -4.40 1.74 0.91
C20 -4.62 2.94 0.24
C21 -3.58 3.82 0.06
C22 -2.30 3.52 0.52
C23 -1.18 4.49 0.29
C24 -2.07 2.29 1.16
N3 -0.78 1.96 1.61
C25 -0.49 2.12 2.90
C26 -1.51 2.63 3.89
C27 0.83 1.88 3.32
C28 1.16 2.03 4.78
N4 1.71 1.50 2.41
C29 3.07 1.52 2.71
C30 3.84 0.34 2.64
C31 3.21 -0.95 2.24
C32 5.18 0.37 2.97
C33 5.81 1.54 3.35
C34 5.07 2.70 3.40
C35 3.71 2.71 3.10
C36 3.00 4.03 3.21
H19 -2.25 -0.50 1.42
H20 -3.85 -0.44 2.18
H21 -2.45 0.23 3.03
H22 -5.22 1.05 1.06
H23 -5.61 3.18 -0.12
H24 -3.74 4.75 -0.46
H25 -1.57 5.50 0.17
H26 -0.64 4.20 -0.62
H27 -0.46 4.46 1.11
H28 -2.45 2.86 3.40
H29 -1.15 3.54 4.39
H30 -1.70 1.89 4.67
H31 0.48 1.43 5.38
H32 1.07 3.07 5.11
H33 2.18 1.69 4.98
H34 2.54 -1.31 3.02
H35 3.96 -1.71 2.06
H36 2.61 -0.81 1.34
H37 5.74 -0.56 2.94
H38 6.86 1.54 3.60
H39 5.54 3.63 3.70
H40 3.65 4.82 2.86
H41 2.75 4.23 4.26
H42 2.08 4.04 2.63
C37 -2.92 -3.58 2.67
C38 -1.74 -3.81 1.74
O1 -1.34 -2.64 1.07
P1 -0.03 -1.83 1.60
O2 0.20 -0.78 0.56
Te1 -0.09 -1.47 3.90
O3 1.12 -3.00 1.39
C39 1.31 -3.51 0.09
C40 1.31 -5.03 0.14
H43 -3.29 -4.53 3.04
H44 -3.71 -3.07 2.12
H45 -2.62 -2.96 3.51
H46 -2.02 -4.54 0.97
H47 -0.89 -4.22 2.31
H48 2.27 -3.14 -0.30
H49 0.51 -3.15 -0.57
H50 2.07 -5.36 0.84
H51 1.53 -5.45 -0.85
H52 0.35 -5.40 0.48
C41 -4.95 -3.57 -3.91
N5 -3.70 -3.36 -3.22
N6 -3.77 -2.64 -2.01
C42 -2.64 -1.80 -1.87
O4 -2.43 -1.13 -0.88
C43 -1.92 -1.98 -3.11
C44 -2.61 -2.84 -3.90
C45 -2.33 -3.21 -5.30
C46 -4.58 -3.05 -0.96
C47 -4.91 -4.39 -0.76
C48 -5.71 -4.74 0.32
C49 -6.18 -3.77 1.19
C50 -5.84 -2.44 0.99
C51 -5.05 -2.07 -0.08
H53 -5.67 -4.03 -3.23
H54 -4.77 -4.25 -4.74
H55 -5.37 -2.63 -4.29
H56 -1.02 -1.47 -3.35
H57 -1.35 -2.82 -5.59
H58 -3.08 -2.78 -5.97
H59 -2.33 -4.29 -5.44
H60 -4.52 -5.14 -1.42
H61 -5.96 -5.78 0.48
H62 -6.78 -4.06 2.04
H63 -6.20 -1.69 1.67
H64 -4.76 -1.05 -0.24


# 2
C51H65AsMgNO4P | the ωB97M-V functional and the def2-TZVPD basis

For the HOMO-LUMO gap, the calculation gives 8.292 eV. As for the charge: 0. The electronic energy comes out at -139199.89806 eV. The HOMO energy is -0.2899 Eh.

Positions of all 124 atoms, in Å:
Mg1 0.38 0.44 -0.28
C1 2.05 -3.10 5.28
C2 2.54 -2.16 4.17
C3 4.01 -2.45 3.88
C4 1.61 -2.30 2.99
C5 0.39 -1.65 3.06
C6 -0.60 -1.87 2.11
C7 -1.99 -1.39 2.45
C8 -2.52 -2.21 3.63
C9 -2.04 0.10 2.78
C10 -0.36 -2.69 1.00
C11 0.89 -3.34 0.90
C12 1.83 -3.15 1.92
C13 1.34 -4.35 -0.16
C14 0.37 -4.78 -1.25
C15 2.64 -3.91 -0.86
C16 -1.54 -3.12 0.19
C17 -2.00 -4.39 0.54
C18 -3.08 -4.98 -0.10
C19 -3.72 -4.29 -1.11
C20 -3.32 -3.01 -1.41
C21 -2.25 -2.38 -0.77
P1 -1.96 -0.59 -1.12
C22 -3.73 0.19 -0.94
C23 -4.61 0.21 -2.19
C24 -3.46 1.64 -0.51
C25 -4.55 -0.48 0.17
C26 -1.48 -0.57 -2.97
C27 -1.41 0.89 -3.41
C28 -0.07 -1.15 -2.95
C29 -2.29 -1.38 -3.98
H1 2.65 -2.97 6.18
H2 2.14 -4.14 4.96
H3 1.01 -2.90 5.52
H4 2.46 -1.13 4.52
H5 4.16 -3.48 3.57
H6 4.59 -2.30 4.79
H7 4.41 -1.79 3.12
H8 0.19 -1.00 3.90
H9 -2.64 -1.59 1.59
H10 -1.92 -2.03 4.52
H11 -2.48 -3.28 3.39
H12 -3.55 -1.95 3.85
H13 -1.46 0.33 3.67
H14 -3.07 0.42 2.95
H15 -1.61 0.68 1.96
H16 2.74 -3.72 1.88
H17 1.59 -5.26 0.42
H18 -0.04 -3.92 -1.78
H19 -0.45 -5.37 -0.87
H20 0.91 -5.39 -1.98
H21 2.43 -3.18 -1.64
H22 3.10 -4.77 -1.34
H23 3.37 -3.50 -0.16
H24 -1.49 -4.92 1.33
H25 -3.40 -5.97 0.19
H26 -4.55 -4.74 -1.64
H27 -3.87 -2.46 -2.16
H28 -4.14 0.75 -3.01
H29 -5.53 0.74 -1.96
H30 -4.88 -0.79 -2.52
H31 -2.84 2.16 -1.24
H32 -2.95 1.67 0.45
H33 -4.40 2.19 -0.42
H34 -4.69 -1.54 -0.01
H35 -5.54 -0.02 0.20
H36 -4.10 -0.34 1.14
H37 -0.89 1.50 -2.67
H38 -2.39 1.33 -3.59
H39 -0.85 0.96 -4.35
H40 0.53 -0.65 -2.20
H41 0.41 -1.01 -3.92
H42 -0.10 -2.21 -2.74
H43 -3.32 -1.07 -4.07
H44 -2.26 -2.45 -3.74
H45 -1.82 -1.26 -4.96
N1 2.21 -0.59 -0.30
C30 3.21 -0.17 0.68
C31 2.90 1.22 1.22
C32 1.62 1.11 2.06
O1 1.69 1.04 3.28
O2 0.54 1.06 1.39
H46 2.18 -1.61 -0.33
H47 2.52 -0.26 -1.23
H48 4.22 -0.17 0.23
H49 3.20 -0.87 1.52
H50 2.73 1.91 0.39
H51 3.71 1.58 1.85
O3 2.53 0.75 -2.74
C33 1.83 1.71 -2.45
O4 0.95 1.76 -1.55
H52 1.95 2.65 -3.04
C34 -3.38 7.35 -0.05
C35 -2.99 7.00 1.23
C36 -2.21 5.88 1.44
C37 -1.80 5.09 0.37
C38 -2.22 5.44 -0.91
C39 -2.99 6.56 -1.12
As1 -0.65 3.48 0.54
C40 -0.05 3.74 2.37
C41 -0.73 3.42 3.53
C42 -0.10 3.57 4.76
C43 1.21 4.01 4.82
C44 1.90 4.32 3.66
C45 1.27 4.20 2.43
C46 1.86 4.54 1.14
C47 3.13 5.04 0.92
C48 3.55 5.36 -0.36
C49 2.69 5.21 -1.43
C50 1.41 4.70 -1.23
C51 1.00 4.35 0.04
H53 -3.98 8.23 -0.21
H54 -3.30 7.61 2.07
H55 -1.91 5.61 2.45
H56 -1.92 4.81 -1.74
H57 -3.29 6.83 -2.13
H58 -1.75 3.05 3.48
H59 -0.63 3.34 5.67
H60 1.70 4.10 5.78
H61 2.92 4.65 3.72
H62 3.82 5.17 1.75
H63 4.55 5.72 -0.52
H64 3.01 5.49 -2.43
H65 0.75 4.54 -2.07


# 3
C51H67Br4N7O3 | the ωB97M-V functional and the def2-TZVPD basis

For the HOMO-LUMO gap, the calculation gives 9.671 eV. As for the charge: 0. The electronic energy comes out at -350714.41217 eV. The SMILES is c1ccncc1.c1ccncc1.c1ccncc1.c1ccncc1.c1ccncc1.c1ccncc1.c1ccncc1.C1CCOC1.C1CCOC1.C1CCOC1.BrCCBr.BrCCBr. The HOMO energy is -0.3430 Eh.

Positions of all 132 atoms, in Å:
C1 -3.19 -2.82 4.96
C2 -4.54 -3.13 4.99
C3 -5.11 -3.46 3.76
N1 -4.49 -3.55 2.59
C4 -3.18 -3.24 2.62
C5 -2.49 -2.89 3.77
H1 -2.69 -2.46 5.86
H2 -5.17 -2.96 5.85
H3 -6.19 -3.64 3.73
H4 -2.64 -3.34 1.69
H5 -1.43 -2.69 3.72
C6 4.55 -2.03 2.79
C7 4.64 -1.02 1.86
C8 5.76 -0.19 1.88
N2 6.74 -0.27 2.78
C9 6.65 -1.28 3.66
C10 5.64 -2.22 3.65
H6 3.66 -2.65 2.76
H7 3.83 -0.76 1.19
H8 5.75 0.70 1.26
H9 7.46 -1.32 4.38
H10 5.59 -2.96 4.45
C11 5.68 -3.15 -2.00
C12 4.71 -4.03 -1.55
C13 3.39 -3.58 -1.51
N3 3.03 -2.34 -1.87
C14 3.99 -1.52 -2.29
C15 5.32 -1.87 -2.39
H11 6.71 -3.48 -2.05
H12 4.97 -5.04 -1.28
H13 2.62 -4.25 -1.15
H14 3.66 -0.54 -2.60
H15 6.07 -1.17 -2.73
C16 6.10 3.68 -2.20
C17 4.86 3.19 -1.83
C18 4.32 2.16 -2.59
N4 4.88 1.61 -3.66
C19 6.07 2.14 -4.05
C20 6.71 3.13 -3.32
H16 6.54 4.49 -1.64
H17 4.32 3.56 -0.97
H18 3.35 1.77 -2.28
H19 6.51 1.67 -4.92
H20 7.62 3.54 -3.73
C21 -3.91 1.50 1.18
C22 -4.51 0.36 1.64
C23 -5.22 0.42 2.82
N5 -5.51 1.58 3.43
C24 -4.88 2.69 3.00
C25 -4.11 2.71 1.82
H21 -3.31 1.45 0.28
H22 -4.44 -0.58 1.12
H23 -5.66 -0.49 3.22
H24 -5.16 3.61 3.49
H25 -3.70 3.63 1.44
C26 0.13 -6.17 2.61
C27 -0.10 -5.28 1.57
C28 0.47 -4.04 1.66
N6 1.21 -3.60 2.70
C29 1.37 -4.46 3.70
C30 0.89 -5.77 3.69
H26 -0.24 -7.19 2.61
H27 -0.62 -5.60 0.67
H28 0.38 -3.37 0.82
H29 1.91 -4.10 4.57
H30 1.16 -6.46 4.47
C31 -2.16 4.57 -4.06
C32 -1.98 3.20 -4.20
C33 -2.36 2.35 -3.18
N7 -2.86 2.83 -2.00
C34 -3.14 4.12 -1.95
C35 -2.79 5.04 -2.93
H31 -1.84 5.29 -4.80
H32 -1.45 2.83 -5.07
H33 -2.29 1.27 -3.14
H34 -3.70 4.41 -1.06
H35 -3.09 6.07 -2.79
C36 -5.54 -2.20 -4.20
C37 -5.89 -1.62 -2.86
C38 -4.66 -0.78 -2.43
O1 -3.75 -0.93 -3.52
C39 -4.01 -2.13 -4.22
H36 -5.90 -1.57 -5.02
H37 -5.99 -3.15 -4.48
H38 -6.15 -2.40 -2.13
H39 -6.79 -1.00 -2.91
H40 -4.15 -1.15 -1.53
H41 -4.88 0.28 -2.35
H42 -3.51 -2.97 -3.72
H43 -3.61 -2.05 -5.23
C40 -0.61 0.36 3.58
C41 -1.48 1.42 4.25
C42 -1.46 0.94 5.69
O2 -0.10 0.44 5.88
C43 0.46 0.04 4.61
H44 -0.27 0.77 2.63
H45 -1.25 -0.47 3.28
H46 -2.50 1.46 3.87
H47 -1.10 2.43 4.11
H48 -2.13 0.09 5.83
H49 -1.59 1.71 6.44
H50 0.72 -1.02 4.59
H51 1.35 0.65 4.45
C44 0.35 5.10 -0.72
C45 1.53 4.54 -1.50
C46 2.14 5.79 -2.12
O3 1.28 6.90 -1.84
C47 0.72 6.58 -0.58
H52 0.04 4.62 0.21
H53 -0.57 4.98 -1.28
H54 1.15 3.91 -2.31
H55 2.20 3.96 -0.87
H56 2.53 5.69 -3.13
H57 3.10 6.00 -1.60
H58 -0.22 7.14 -0.50
H59 1.36 6.78 0.29
Br1 0.38 0.29 -3.57
C48 -0.65 -1.28 -4.18
C49 0.25 -2.09 -5.08
Br2 -0.72 -3.69 -5.69
H60 -1.41 -0.84 -4.82
H61 -0.96 -1.83 -3.30
H62 1.11 -2.51 -4.57
H63 0.57 -1.56 -5.98
Br3 -1.70 -1.44 -0.21
C50 -0.54 0.16 -0.18
C51 0.91 -0.24 0.07
Br4 2.07 1.35 0.36
H64 -0.94 0.82 0.59
H65 -0.64 0.73 -1.10
H66 1.34 -0.77 -0.78
H67 1.04 -0.89 0.93